C49H127N9O15 | ωB97M-V/def2-TZVPD

Each line ends with the Mulliken charge.
Element x y z (Å)
C  -3.8634  23.7850  -1.1868  -0.51
O  -2.6433  23.5003  -1.8433  -0.03
C  -2.1921  24.5544  -2.6871  -0.79
C  -1.2534  23.9855  -3.7351  0.41
C  -0.1468  23.1244  -3.0906  -1.24
N  -0.6577  25.0275  -4.5573  -0.69
H  -3.6710  24.5483  -0.4227  0.33
H  -4.0977  22.8973  -0.5959  -0.15
H  -4.7142  24.0479  -1.8156  0.41
H  -3.0510  25.0150  -3.1929  0.31
H  -1.7268  25.3127  -2.0425  0.31
H  -1.8426  23.2803  -4.3260  0.32
H  0.5882  22.8056  -3.8277  0.38
H  -0.5856  22.2334  -2.6363  0.21
H  0.3936  23.6203  -2.2798  0.28
H  -0.4738  25.8733  -4.0293  0.27
H  -1.3670  25.2618  -5.2489  0.30
C  -7.5341  20.0585  4.1372  -0.88
O  -8.6293  19.4491  3.5334  -0.49
C  -9.3631  20.2970  2.6435  0.31
C  -10.4710  19.3791  2.0851  0.01
C  -9.9067  18.3994  1.0631  -1.71
N  -11.5615  20.1571  1.4821  1.51
H  -7.7595  20.9694  4.7061  0.49
H  -6.7402  20.4051  3.4544  -0.21
H  -7.0036  19.3428  4.7671  0.47
H  -9.7493  21.1363  3.2322  0.22
H  -8.7467  20.7143  1.8409  0.57
H  -10.8363  18.8296  2.9564  0.87
H  -9.3595  18.9389  0.2807  -0.37
H  -10.7015  17.9252  0.4842  0.37
H  -9.2606  17.6718  1.5507  0.57
H  -11.9671  20.7367  2.2236  -0.63
H  -11.1520  20.7726  0.7809  -0.93
C  -12.4650  25.2290  5.5257  -0.55
O  -12.7456  25.0495  6.8939  -0.37
C  -11.7006  25.4308  7.7511  -0.60
C  -12.0132  24.9958  9.1802  0.40
C  -13.3120  25.5589  9.7118  -1.33
N  -10.8853  25.5028  9.9983  -0.73
H  -12.3305  26.2861  5.2676  0.38
H  -13.2613  24.7807  4.9393  0.32
H  -11.4985  24.7431  5.3370  0.06
H  -10.7591  24.9335  7.4842  0.32
H  -11.6120  26.5252  7.6761  0.28
H  -12.0301  23.9046  9.1656  0.25
H  -13.3274  26.6511  9.7206  0.29
H  -13.4763  25.2831  10.7575  0.42
H  -14.1647  25.1715  9.1474  0.30
H  -11.1354  25.3445  10.9684  0.28
H  -10.8338  26.5107  9.8931  0.28
C  -12.1256  17.6521  -4.5072  -0.61
O  -12.9065  18.0134  -3.3911  -0.41
C  -12.3079  18.8928  -2.4586  -0.73
C  -13.4584  19.6297  -1.7433  1.76
C  -14.4438  18.7445  -1.0263  -1.40
N  -14.1884  20.4775  -2.7314  -0.53
H  -11.8512  18.5241  -5.1090  0.07
H  -12.7431  17.0604  -5.1833  0.29
H  -11.2818  17.0682  -4.1281  0.30
H  -11.6249  18.3412  -1.8052  0.71
H  -11.7610  19.6809  -2.9950  0.16
H  -13.0442  20.2843  -0.9644  -0.92
H  -14.7043  17.9349  -1.7126  0.44
H  -15.2713  19.3454  -0.6484  0.35
H  -14.0080  18.3178  -0.1211  0.08
H  -13.6089  20.5377  -3.5668  -0.05
H  -14.9427  19.8663  -3.0428  0.35
C  -3.0227  20.1951  -1.6188  -0.33
O  -2.1778  19.0641  -1.6703  -0.40
C  -2.5058  18.1045  -2.6489  -0.61
C  -3.9366  17.5429  -2.5755  -0.58
N  -4.2530  17.2477  -1.1895  -0.30
C  -5.6768  16.9613  -1.0354  -0.45
C  -6.0315  16.8784  0.4444  -0.60
O  -5.6404  18.0546  1.0905  0.06
C  -5.8560  18.0662  2.4880  -0.37
H  -4.0939  20.0074  -1.7380  0.14
H  -2.7336  20.9195  -2.3888  0.20
H  -2.8074  20.6694  -0.6622  -0.01
H  -1.7791  17.2985  -2.5754  0.34
H  -2.3974  18.5698  -3.6375  0.36
H  -4.0156  16.6577  -3.2050  0.46
H  -4.5710  18.3466  -2.9828  0.25
H  -4.0515  18.0454  -0.5966  0.18
H  -5.9034  15.9890  -1.4773  0.44
H  -6.3083  17.7359  -1.4893  0.11
H  -5.5799  15.9897  0.9020  0.56
H  -7.1092  16.6576  0.4759  0.21
H  -5.3147  17.2280  2.9309  0.43
H  -6.9299  18.0109  2.7108  0.18
H  -5.5617  19.0305  2.9005  -0.21
C  -8.0470  23.3842  2.2314  -0.98
O  -7.2008  22.8917  3.2548  0.82
C  -6.5484  23.8962  4.0188  -0.68
C  -5.8468  23.1642  5.1644  -1.15
N  -4.9784  22.0756  4.7008  -0.16
C  -3.6442  22.6002  4.3351  -0.36
C  -2.8239  21.5085  3.6791  -1.10
O  -3.3124  21.3141  2.3536  0.10
C  -2.3847  20.5299  1.6097  -0.70
H  -9.0217  23.5627  2.6828  0.30
H  -8.0724  22.6378  1.4542  -0.22
H  -7.7154  24.3120  1.7541  0.46
H  -7.3399  24.5519  4.4086  0.42
H  -5.9150  24.4830  3.3427  0.34
H  -6.6735  22.7679  5.7625  0.40
H  -5.3744  23.9090  5.8078  0.45
H  -5.4361  21.8349  3.8215  -0.24
H  -3.1081  23.0751  5.1559  0.45
H  -3.8287  23.3896  3.5942  0.22
H  -2.8043  20.5728  4.2424  0.39
H  -1.8164  21.9398  3.5873  0.51
H  -2.7679  20.4141  0.5975  0.10
H  -2.2910  19.5420  2.0693  0.28
H  -1.4059  21.0145  1.5664  0.41
C  -11.7971  23.9876  2.0154  0.26
O  -10.8417  23.5363  1.0773  -0.04
C  -11.4870  23.1406  -0.1220  -0.30
C  -10.5083  22.5589  -1.1271  -1.15
N  -9.7058  21.5252  -0.4806  0.93
C  -8.9027  20.7430  -1.4092  -1.48
C  -7.6003  20.3414  -0.7104  0.60
O  -7.0042  21.5294  -0.2125  -0.41
C  -6.0837  21.2996  0.8233  0.72
H  -11.3078  24.1175  2.9789  -0.36
H  -12.6047  23.2656  2.1947  -0.09
H  -12.2657  24.8824  1.5935  0.29
H  -12.0129  23.9814  -0.5884  0.91
H  -12.2900  22.4156  0.0663  -0.34
H  -9.8082  23.3327  -1.4722  0.54
H  -11.0823  22.1404  -1.9529  0.07
H  -9.0716  21.9073  0.1962  -0.68
H  -8.7000  21.3400  -2.3111  0.57
H  -9.4085  19.8526  -1.7965  0.02
H  -6.8397  19.8922  -1.3596  0.62
H  -7.7970  19.5946  0.0670  -0.38
H  -5.7386  22.1727  1.3861  0.19
H  -5.1027  21.0136  0.4063  -0.47
H  -6.4360  20.5515  1.5323  -0.59
C  -11.5148  21.8730  -5.7276  -0.54
O  -12.5307  22.2892  -4.8117  -0.24
C  -12.4593  23.6857  -4.5485  -0.68
C  -13.5838  24.1435  -3.6561  -0.80
N  -13.7044  23.4481  -2.3849  0.90
C  -15.0460  23.7249  -1.8534  -1.20
C  -15.1727  23.3035  -0.4158  1.18
O  -16.4293  23.7352  0.0656  -0.50
C  -16.6368  23.4212  1.4253  -0.49
H  -10.5731  22.3992  -5.5660  0.37
H  -11.8732  22.0079  -6.7495  0.27
H  -11.4126  20.8167  -5.4922  -0.09
H  -12.5706  24.2096  -5.5053  0.47
H  -11.4749  23.9039  -4.1171  0.32
H  -14.5031  24.1109  -4.2670  0.40
H  -13.4475  25.2204  -3.4931  0.43
H  -13.6791  22.4502  -2.6392  -0.53
H  -15.8481  23.3122  -2.4789  0.29
H  -15.2280  24.8010  -1.9560  0.44
H  -14.3455  23.6618  0.2068  -0.29
H  -15.0914  22.2060  -0.3664  -0.24
H  -16.5538  22.3455  1.5971  0.16
H  -17.6715  23.6792  1.6445  0.37
H  -15.9359  23.9678  2.0619  0.21
C  -12.6413  21.4340  4.8720  -1.02
O  -13.3363  21.1259  3.6958  0.27
C  -14.6459  20.6490  3.9744  -1.02
C  -15.2225  19.7313  2.8590  -0.76
N  -14.3588  18.6479  2.4212  0.24
C  -14.0445  17.6838  3.4920  -0.49
C  -13.2393  16.5725  2.8471  0.22
O  -12.8969  15.6446  3.8654  -0.38
C  -12.1676  14.5675  3.3514  -0.70
H  -12.3046  20.5267  5.3948  0.34
H  -13.2486  21.9212  5.6470  0.47
H  -11.7818  22.0671  4.6548  -0.05
H  -15.2805  21.5375  4.0893  0.48
H  -14.6454  20.1201  4.9348  0.54
H  -15.2892  20.3858  1.9882  -0.08
H  -16.2177  19.4353  3.1855  0.53
H  -13.4833  19.0970  2.1494  -0.26
H  -14.9528  17.2976  3.9585  0.45
H  -13.4973  18.2310  4.2702  0.14
H  -12.3246  17.0154  2.4417  -0.25
H  -13.8095  16.1009  2.0428  0.40
H  -12.6190  14.0888  2.4739  0.31
H  -11.9848  13.8082  4.1086  0.29
H  -11.1734  14.8592  2.9823  0.21
C  -9.0668  27.3703  0.8052  -0.80
C  -10.5829  27.4326  0.5335  1.39
C  -11.3236  27.7878  1.8064  -1.55
O  -10.8873  28.4869  -0.3707  -0.60
H  -8.5379  27.6269  -0.1150  0.42
H  -8.7447  26.3776  1.1232  -0.11
H  -8.8171  28.0531  1.6173  0.33
H  -10.9033  26.4909  0.0712  -0.34
H  -12.3989  27.7354  1.6007  0.38
H  -11.0589  28.8065  2.0875  0.43
H  -11.2612  27.1548  2.6939  0.29
H  -10.2515  28.4712  -1.0924  0.35

Atoms 1-2, force components in eV/Å:
C 0.8 -0.3 1.2
O -0.5 0.0 -0.7

Calculated values
relative energy (zero: lowest compared OMol25 entry of this formula, charge and spin) = 0.00 kcal per mole
max |F| = 1.86 eV/Å
net charge = 0
LUMO energy = 0.37 eV
HOMO energy = -8.545 eV
E_tot = -96986.3474 eV
2S+1 = 1